Record 1
The molecule C4H5N, computed with the ωB97M-V functional and the def2-TZVPD basis.

Results
ΔE to the lowest compared entry with this formula, charge and spin = 405.74 kJ/mol
total charge = 0
HOMO level = -8.30 eV

Geometry (Å):
C -1.2159 1.9706 0.4495
C -0.5564 0.9662 0.4182
C 0.2481 -0.2465 0.3617
C 0.6295 -1.6203 -1.6005
N 0.7844 -0.4924 -0.9725
H -1.8011 2.8612 0.4751
H 1.0568 -0.2290 1.0908
H -0.3969 -1.1098 0.5613
H 0.3559 -2.3847 -0.8466
H 1.0122 0.3407 -1.5020

=====

Record 2
A structure of composition C37H53GeN4O2SbSeSr, computed with the ωB97M-V functional and the def2-TZVPD basis.

Results
ΔE to the lowest compared entry with this formula, charge and spin = 26.47 kJ/mol
total charge = 0
HOMO level = -6.42 eV

Geometry (Å):
Sr 0.5406 -0.8223 -0.2506
C -1.9110 -5.4518 1.9165
C -1.8260 -4.5900 0.6899
C -2.9533 -3.9222 0.1996
C -2.8471 -3.1401 -0.9287
C -1.6032 -3.0396 -1.5471
C -0.5350 -3.7305 -0.9958
N -0.6412 -4.5005 0.0953
Sb 1.3741 -3.8617 -1.9728
C 2.6231 -3.0158 -0.4179
C 3.9515 -2.7762 -0.7214
C 4.8159 -2.4525 0.3137
C 4.3289 -2.4294 1.6054
C 2.9728 -2.6578 1.8301
C 2.4039 -2.6334 3.2148
N 2.1322 -2.9173 0.8237
C 1.1687 -2.0483 -3.1567
C 0.5280 -2.1200 -4.3853
C 0.5556 -1.0065 -5.2134
C 1.2716 0.1036 -4.8158
C 1.9152 0.1045 -3.5773
C 2.8065 1.2318 -3.1618
N 1.8100 -0.9436 -2.7465
H -2.2366 -6.4596 1.6502
H -2.6268 -5.0479 2.6327
H -0.9308 -5.5253 2.3828
H -3.8974 -4.0114 0.7222
H -3.6945 -2.5927 -1.3202
H -1.4840 -2.4282 -2.4316
H 4.3030 -2.8303 -1.7442
H 5.8553 -2.2278 0.1134
H 4.9805 -2.2058 2.4399
H 2.6528 -3.5646 3.7296
H 1.3205 -2.5517 3.1807
H 2.8101 -1.8061 3.7966
H 0.0277 -3.0295 -4.6954
H 0.0456 -1.0179 -6.1685
H 1.3513 0.9728 -5.4557
H 2.3721 2.1976 -3.4195
H 3.7545 1.1390 -3.6995
H 3.0200 1.1860 -2.0922
C -2.7847 0.3188 -3.8839
C -3.2178 0.0756 -2.4624
C -4.5593 -0.1826 -2.1683
C -4.9474 -0.3196 -0.8394
C -6.4031 -0.5128 -0.4994
C -4.0102 -0.2669 0.1844
C -2.6248 -0.0812 -0.0648
C -2.2971 0.1376 -1.4373
N -1.5989 -0.1227 0.8102
C -1.8231 -0.1366 2.2567
C -2.4587 -1.4452 2.7533
C -0.4339 -0.0425 2.8912
C -2.6124 1.0840 2.7548
H -2.9843 -0.5545 -4.5105
H -1.7174 0.5374 -3.9397
H -3.3278 1.1591 -4.3214
H -5.2960 -0.2314 -2.9625
H -6.9363 -1.0100 -1.3102
H -6.8883 0.4511 -0.3294
H -6.5256 -1.1054 0.4081
H -4.3686 -0.4105 1.1923
H -1.2847 0.4565 -1.6919
H -1.8028 -2.2829 2.4984
H -3.4313 -1.6410 2.3039
H -2.5820 -1.4269 3.8395
H 0.1961 -0.8756 2.5669
H -0.4881 -0.0888 3.9815
H 0.0653 0.8836 2.6014
H -3.6246 1.1272 2.3616
H -2.0958 1.9956 2.4433
H -2.6741 1.0847 3.8456
C 2.6768 5.1979 2.6629
Ge 2.1001 4.7697 0.8404
C 3.6328 4.4338 -0.3158
C 1.0259 6.2374 0.1149
C 0.9898 3.1463 0.9155
Se 0.5104 2.5121 -0.8700
C -1.3082 3.1939 -0.8267
H 3.2956 6.0959 2.6717
H 3.2626 4.3765 3.0778
H 1.8160 5.3687 3.3105
H 4.2704 5.3168 -0.3758
H 3.2836 4.1874 -1.3196
H 4.2165 3.5914 0.0529
H 1.6206 7.1487 0.0421
H 0.1621 6.4433 0.7484
H 0.6747 5.9818 -0.8859
H 0.0522 3.2962 1.4526
H 1.5299 2.3323 1.3947
H -1.2814 4.2542 -0.5862
H -1.8813 2.6354 -0.0890
H -1.7494 3.0506 -1.8105
C 4.1092 1.0679 2.5999
O 4.2235 1.2278 1.1828
C 3.2206 0.7220 0.3807
O 2.3094 0.1581 1.0429
H 3.2010 1.5389 2.9816
H 4.9847 1.5487 3.0328
H 4.0844 0.0145 2.8832

=====

Record 3
A cluster of 2 separate species, C3H12N3OP in total, computed with the ωB97M-V functional and the def2-TZVPD basis.

Results
multiplicity = 3
total charge = 0
HOMO level (spin up / spin down) = -3.16 / -8.86 eV

Geometry (Å):
C 1.6095 1.1267 -0.4314
C 0.3642 -1.1816 -0.6456
C 1.1307 -0.1474 0.2505
N -2.3254 1.0749 -0.0425
N -2.9169 -1.3500 0.6451
N 0.3246 0.3095 1.3241
O -4.7344 0.1974 -0.6807
P -3.4048 -0.0811 -0.1319
H 2.4811 1.3770 0.1398
H 1.8528 1.2477 -1.5222
H 0.8718 1.9474 -0.1514
H 1.0580 -2.0692 -0.7108
H 0.2001 -0.8829 -1.6136
H -0.6932 -1.5091 -0.3194
H 2.0110 -0.6108 0.6050
H -1.4367 0.6512 0.2183
H -2.4555 1.9926 -0.2888
H 0.7286 0.9646 1.9879
H -3.5391 -2.1590 0.5191
H -0.3865 -0.3984 1.6540

=====

Record 4
A cluster of 3 separate species, C21H43N3O2 in total, computed with the ωB97M-V functional and the def2-TZVPD basis.

Results
total charge = 0
HOMO level = -7.90 eV

Geometry (Å):
C -8.2273 1.7950 2.0366
C -7.1629 2.3280 1.4483
C -5.7794 2.8469 0.7557
C -6.2449 3.7387 -0.5214
C -7.4290 4.5821 -0.3032
O -5.0451 1.6445 0.4072
C -3.6679 1.9193 0.0961
O -3.3660 2.0079 -1.1561
N -2.5658 2.0534 1.0661
C -3.0016 1.8796 2.4905
C -3.2164 0.3343 2.9429
C -4.7798 -0.1097 3.0392
H -8.9153 0.9534 2.4445
H -5.2266 3.5599 1.4729
H -5.7157 3.7767 -1.5386
H -7.4013 5.4091 0.5184
H -8.4217 4.4303 -0.8645
H -2.0297 2.9220 0.9140
H -3.9253 2.5062 2.7942
H -2.1240 2.2811 3.1492
H -2.8049 0.2638 4.0350
H -2.5799 -0.3820 2.3080
H -5.0524 -0.5377 1.9884
H -5.4786 0.8015 3.1867
H -4.9873 -0.9058 3.8455
C -1.7957 -0.2621 -2.0272
C -0.6493 -0.7758 -1.1639
N -0.8220 -2.1578 -0.7245
C 0.0991 -2.5498 0.3412
C 1.5901 -2.5661 0.0137
C -1.0185 -3.1518 -1.7769
C 0.0557 -3.2657 -2.8558
H -2.7585 -0.3997 -1.5287
H -1.6677 0.8062 -2.2153
H -1.8312 -0.7625 -2.9990
H -0.6032 -0.1280 -0.2799
H 0.2961 -0.6349 -1.7036
H -0.1887 -3.5346 0.7264
H -0.0531 -1.8661 1.1859
H 1.8563 -3.4168 -0.6154
H 2.1662 -2.6652 0.9391
H 1.9194 -1.6478 -0.4774
H -1.9725 -2.9389 -2.2721
H -1.1689 -4.1383 -1.3233
H 0.3582 -2.2933 -3.2520
H -0.3317 -3.8507 -3.6967
H 0.9429 -3.7854 -2.4920
C 6.1738 0.5513 2.0020
C 5.3202 0.1621 0.8004
N 5.8734 0.6035 -0.4763
C 4.9242 0.5124 -1.5852
C 4.4345 -0.8781 -1.9816
C 7.2327 0.1626 -0.7800
C 7.5076 -1.3391 -0.7873
H 6.3782 1.6257 2.0107
H 5.6460 0.3045 2.9274
H 7.1263 0.0149 2.0171
H 4.3399 0.6333 0.9416
H 5.1506 -0.9221 0.8181
H 5.3492 1.0022 -2.4685
H 4.0465 1.1181 -1.3274
H 5.2037 -1.4418 -2.5112
H 3.5846 -0.7847 -2.6650
H 4.0979 -1.4625 -1.1225
H 7.9108 0.6259 -0.0543
H 7.5460 0.5832 -1.7425
H 7.0898 -1.8471 0.0854
H 8.5888 -1.5128 -0.7750
H 7.1212 -1.8181 -1.6876

=====

Record 5
A structure of composition C36H34AlN6O8, computed with the ωB97M-V functional and the def2-TZVPD basis.

Results
ΔE to the lowest compared entry with this formula, charge and spin = 49.96 kJ/mol
total charge = +3
HOMO level (spin up / spin down) = -16.42 / -16.42 eV

Geometry (Å):
Al -0.8251 -0.5456 0.0390
C -1.2607 -2.8336 3.8081
O -2.5462 -2.6601 3.1133
C -2.3107 -1.8788 2.1119
N -1.1178 -1.4402 1.8936
C -0.2558 -1.9653 2.9953
C 0.4147 -0.9311 3.8757
C 0.4909 0.4301 3.6117
C 1.0736 1.3296 4.4988
C 1.6230 0.8539 5.6780
C 1.5904 -0.5090 5.9476
C 1.0049 -1.3907 5.0530
C -3.3908 -1.4417 1.1988
C -4.7339 -1.7737 1.1887
C -5.5283 -1.2014 0.1940
C -4.9807 -0.3109 -0.7324
C -3.6298 -0.0422 -0.6248
N -2.8771 -0.6044 0.3100
C -2.7734 0.8684 -1.4166
N -1.5082 0.9416 -1.1355
C -0.9227 1.9568 -2.0595
C -2.1615 2.4414 -2.8542
O -3.2660 1.6072 -2.3517
C -0.1700 3.0634 -1.3579
C 0.1148 4.2224 -2.0705
C 0.8200 5.2630 -1.4788
C 1.2868 5.1521 -0.1729
C 1.0397 3.9953 0.5436
C 0.3306 2.9551 -0.0578
H -1.0360 -3.8963 3.8130
H -1.3946 -2.4815 4.8266
H 0.5241 -2.5853 2.5499
H 0.1350 0.7992 2.6559
H 1.1182 2.3868 4.2711
H 2.0788 1.5406 6.3779
H 2.0119 -0.8867 6.8693
H 1.0041 -2.4516 5.2789
H -5.1428 -2.4565 1.9215
H -6.5812 -1.4474 0.1427
H -5.5834 0.1496 -1.5039
H -0.2168 1.4531 -2.7199
H -2.0924 2.2749 -3.9248
H -2.4267 3.4774 -2.6584
H -0.2161 4.3266 -3.0977
H 0.9993 6.1706 -2.0393
H 1.8405 5.9627 0.2804
H 1.4179 3.8924 1.5524
H 0.2282 2.0272 0.4910
O 1.1938 0.0860 -1.5612
C 1.6407 0.1171 -0.4226
O 0.8199 -0.1969 0.5866
C 3.0096 0.5257 -0.0778
C 3.3291 0.8952 1.2285
C 4.5940 1.3730 1.5197
C 5.5183 1.4433 0.4943
C 5.2390 1.0545 -0.8016
C 3.9637 0.6014 -1.0907
N 6.8703 1.9768 0.8002
O 7.0122 2.5059 1.8797
O 7.7142 1.8456 -0.0538
H 2.5885 0.8115 2.0119
H 4.8725 1.6889 2.5145
H 6.0069 1.1182 -1.5589
H 3.7071 0.3033 -2.0978
O -0.9509 -1.9988 -0.9906
C -1.0501 -3.0172 -1.7405
C -2.3713 -3.4429 -2.2772
C -2.3029 -2.9986 -3.7861
C -1.2057 -1.9667 -4.1789
C 0.2445 -2.4774 -4.3587
C 0.9648 -2.7756 -3.0386
N 0.0011 -3.6055 -2.2750
H -3.1871 -2.9576 -1.7434
H -2.5108 -4.5218 -2.2063
H -3.2705 -2.5702 -4.0444
H -2.1803 -3.8845 -4.4097
H -1.2030 -1.1250 -3.4723
H -1.5157 -1.5615 -5.1420
H 0.8166 -1.7216 -4.8989
H 0.2342 -3.3748 -4.9832
H 1.1634 -1.8661 -2.4814
H 1.8876 -3.3314 -3.1781
H -0.2252 -4.4643 -2.7641
O -2.1991 2.1519 2.0970
N -1.4187 1.5521 1.6661